[1]
ORCA calculation (the ωB97M-V functional and the def2-TZVPD basis) on one molecule with the formula C15H18N2O5.

Atoms and positions in Å:
C: -7.308 -0.149 0.439
O: -6.322 -1.127 0.219
C: -5.052 -0.719 -0.062
C: -4.640 0.605 -0.151
C: -3.318 0.897 -0.444
C: -2.388 -0.107 -0.658
C: -0.951 0.229 -0.936
C: -0.181 0.372 0.383
N: 1.196 0.744 0.152
C: 1.592 2.074 -0.059
O: 0.865 3.031 -0.035
N: 2.926 2.037 -0.281
C: 3.480 0.711 -0.211
C: 4.522 0.562 0.910
C: 5.108 -0.847 0.944
C: 6.010 -1.123 -0.231
O: 6.147 -0.418 -1.196
O: 6.666 -2.277 -0.085
C: 2.235 -0.129 0.062
O: 2.174 -1.326 0.203
C: -2.807 -1.429 -0.562
C: -4.119 -1.735 -0.271
H: -7.066 0.480 1.301
H: -7.452 0.483 -0.443
H: -8.227 -0.697 0.641
H: -5.333 1.416 0.004
H: -3.010 1.931 -0.511
H: -0.883 1.174 -1.479
H: -0.485 -0.557 -1.534
H: -0.639 1.153 0.995
H: -0.181 -0.576 0.926
H: 3.471 2.861 -0.466
H: 3.943 0.418 -1.161
H: 4.051 0.788 1.868
H: 5.319 1.287 0.735
H: 5.679 -1.012 1.858
H: 4.303 -1.586 0.919
H: 7.224 -2.455 -0.859
H: -2.096 -2.227 -0.721
H: -4.451 -2.759 -0.199

SMILES	COc1ccc(CCN2C(=O)N[C@@H](CCC(=O)O)C2=O)cc1
ΔE to the lowest compared entry with this formula, charge and spin	0.000	eV
HOMO-LUMO gap	9.0	eV
multiplicity	1
E_HOMO	-8.4	eV
LUMO energy	0.65	eV
energy	-1068.1862	a.u.

Results of the natural (NBO) charge analysis, in e, for atoms 1 through 6: -0.251 -0.493 0.298 -0.323 -0.131 -0.070

[2]
ORCA calculation (the ωB97M-V functional and the def2-TZVPD basis) on C36H51N3O8P2Sr as an isolated structure at a distorted geometry.

Atoms and positions in Å:
Sr: 0.970 -0.871 -0.837
C: 1.794 1.254 2.583
C: 2.823 1.871 1.667
C: 4.120 2.095 2.117
C: 5.050 2.756 1.325
C: 4.657 3.245 0.088
C: 3.366 3.038 -0.397
C: 2.973 3.618 -1.730
C: 2.451 2.281 0.368
N: 1.212 1.844 -0.159
C: 0.323 2.803 -0.391
O: 0.437 4.020 -0.155
C: -1.005 2.323 -0.942
C: -2.023 3.235 -1.135
C: -3.265 2.768 -1.547
C: -3.452 1.403 -1.702
C: -2.383 0.562 -1.473
N: -1.172 1.019 -1.146
C: -2.599 -0.937 -1.508
O: -3.720 -1.354 -1.859
N: -1.566 -1.649 -1.094
C: -1.777 -3.051 -1.085
C: -1.976 -3.725 0.139
C: -2.128 -2.935 1.417
C: -2.052 -5.112 0.151
C: -1.957 -5.847 -1.025
C: -1.821 -5.181 -2.230
C: -1.743 -3.789 -2.280
C: -1.671 -3.083 -3.611
H: 2.253 0.936 3.523
H: 1.310 0.409 2.133
H: 1.013 1.984 2.809
H: 4.397 1.767 3.116
H: 6.058 2.933 1.689
H: 5.360 3.816 -0.515
H: 3.855 3.867 -2.331
H: 2.382 4.523 -1.581
H: 2.332 2.930 -2.290
H: -1.816 4.279 -0.942
H: -4.084 3.458 -1.716
H: -4.402 0.961 -1.974
H: -1.259 -2.332 1.602
H: -2.284 -3.601 2.270
H: -2.977 -2.253 1.347
H: -2.206 -5.625 1.098
H: -2.023 -6.930 -1.002
H: -1.793 -5.746 -3.159
H: -1.363 -3.768 -4.407
H: -0.986 -2.231 -3.577
H: -2.651 -2.670 -3.862
C: 5.565 -0.203 -2.987
C: 4.336 0.595 -2.603
C: 3.177 0.436 -3.596
O: 3.853 0.255 -1.223
P: 3.661 -1.103 -0.504
O: 2.789 -0.947 0.702
C: 2.800 -2.216 -1.701
P: 1.909 -3.549 -0.769
O: 0.805 -2.994 0.045
O: 1.412 -4.623 -1.762
C: 1.886 -5.133 -3.082
C: 1.571 -4.112 -4.159
C: 3.358 -5.557 -3.028
O: 3.103 -4.109 0.002
C: 2.952 -4.956 1.245
C: 2.270 -4.181 2.357
C: 2.241 -6.246 0.901
O: 5.019 -1.806 -0.328
C: 5.931 -1.274 0.763
C: 5.583 -1.963 2.065
C: 7.334 -1.548 0.293
H: 5.911 0.137 -3.964
H: 5.357 -1.268 -3.056
H: 6.367 -0.048 -2.266
H: 4.598 1.637 -2.502
H: 3.114 -0.573 -3.992
H: 3.311 1.109 -4.446
H: 2.230 0.729 -3.116
H: 3.561 -2.705 -2.312
H: 2.140 -1.667 -2.369
H: 1.252 -5.993 -3.227
H: 2.292 -3.291 -4.175
H: 0.561 -3.717 -4.029
H: 1.622 -4.605 -5.133
H: 3.898 -5.180 -3.894
H: 3.459 -6.641 -3.013
H: 3.846 -5.174 -2.136
H: 3.981 -5.152 1.513
H: 1.191 -4.136 2.205
H: 2.650 -3.160 2.412
H: 2.472 -4.681 3.305
H: 1.201 -6.053 0.629
H: 2.246 -6.900 1.773
H: 2.735 -6.764 0.078
H: 5.754 -0.205 0.849
H: 5.787 -3.033 1.989
H: 4.535 -1.810 2.321
H: 6.194 -1.546 2.867
H: 7.457 -2.613 0.092
H: 8.036 -1.258 1.074
H: 7.575 -0.989 -0.611

ΔE to the lowest compared entry with this formula, charge and spin	3.360	eV
HOMO-LUMO gap	7.2	eV
multiplicity	1
E_HOMO	-7.3	eV
LUMO energy	-0.17	eV
energy	-2882.2733	a.u.

Results of the Löwdin charge analysis, in e, for atoms 1 through 6: 1.523 -0.040 -0.221 -0.075 -0.115 -0.074

[3]
ORCA calculation (the ωB97M-V functional and the def2-TZVPD basis) on a 8-piece molecular cluster, C14H44O14 overall at a distorted geometry.

Atoms and positions in Å:
O: -2.610 3.351 2.101
C: -3.605 2.343 2.238
C: -4.351 2.121 0.941
O: -5.126 3.220 0.530
H: -1.902 2.945 1.579
H: -3.147 1.394 2.540
H: -4.240 2.669 3.063
H: -5.040 1.275 0.909
H: -3.531 1.887 0.238
H: -4.592 4.008 0.392
O: 2.288 -4.354 -1.532
C: 1.467 -5.170 -0.688
C: 1.236 -4.599 0.690
O: 0.025 -3.852 0.771
H: 2.520 -4.917 -2.275
H: 0.505 -5.353 -1.171
H: 1.963 -6.137 -0.539
H: 2.084 -4.020 1.072
H: 1.103 -5.403 1.416
H: 0.132 -2.990 0.348
O: -2.272 -2.114 -1.796
C: -2.616 -3.015 -2.822
C: -1.719 -4.261 -2.836
O: -1.956 -4.992 -1.645
H: -2.901 -2.217 -1.058
H: -3.663 -3.344 -2.760
H: -2.632 -2.441 -3.757
H: -0.713 -3.830 -2.825
H: -1.922 -4.799 -3.756
H: -1.702 -4.391 -0.931
O: 3.984 2.214 -1.244
C: 3.157 2.990 -2.134
C: 1.770 2.414 -2.354
O: 1.708 1.027 -2.547
H: 4.834 2.125 -1.670
H: 3.206 4.048 -1.869
H: 3.656 2.889 -3.110
H: 1.174 2.957 -3.091
H: 1.123 2.687 -1.499
H: 1.980 0.610 -1.708
O: 2.672 0.135 -0.074
C: 2.475 -0.282 1.265
C: 3.807 -0.491 1.949
O: 4.424 0.785 2.158
H: 3.217 0.943 -0.098
H: 1.872 0.360 1.916
H: 1.992 -1.261 1.223
H: 4.476 -1.170 1.415
H: 3.562 -0.951 2.920
H: 5.341 0.591 2.376
O: 1.574 2.905 1.316
C: 1.853 4.269 1.140
C: 0.570 5.012 0.652
O: 0.787 6.405 0.709
H: 2.222 2.514 1.914
H: 2.198 4.850 1.997
H: 2.526 4.431 0.293
H: -0.233 4.714 1.332
H: 0.406 4.669 -0.371
H: 0.211 6.756 1.391
C: -3.327 -2.668 1.412
O: -4.113 -2.620 0.218
H: -2.399 -3.205 1.229
H: -2.996 -1.637 1.590
H: -3.888 -3.042 2.264
H: -4.983 -2.255 0.383
C: -0.779 0.237 -0.120
O: -0.823 1.474 0.573
H: -0.787 -0.562 0.630
H: -1.681 0.125 -0.714
H: 0.114 0.083 -0.722
H: 0.039 1.907 0.622

SMILES	OCCO.OCCO.OCCO.OCCO.OCCO.OCCO.CO.CO
ΔE to the lowest compared entry with this formula, charge and spin	0.998	eV
HOMO-LUMO gap	9.9	eV
multiplicity	1
E_HOMO	-9.5	eV
LUMO energy	0.38	eV
energy	-1613.0184	a.u.

Results of the Löwdin charge analysis, in e, for atoms 1 through 6: -0.082 -0.251 -0.261 -0.057 0.042 0.111

[4]
ORCA calculation (the ωB97M-V functional and the def2-TZVPD basis) on one molecule with the formula C4H2 at a distorted geometry.

Atoms and positions in Å:
C: 0.061 -0.338 1.600
C: -0.057 0.846 0.651
C: 0.208 -0.695 0.375
C: -0.504 0.674 -0.542
H: 0.620 -1.259 -0.462
H: -0.329 0.772 -1.622

ΔE to the lowest compared entry with this formula, charge and spin	4.410	eV
HOMO-LUMO gap	8.4	eV
multiplicity	1
E_HOMO	-9.1	eV
LUMO energy	-0.68	eV
energy	-153.3190	a.u.

Charge distribution, Löwdin scheme, values in e: -0.030 -0.099 -0.172 0.081 0.127 0.093

[5]
ORCA calculation (the ωB97M-V functional and the def2-TZVPD basis) on one molecule with the formula C3H6NO3 at a distorted geometry.

Atoms and positions in Å:
O: 2.315 -0.234 -0.887
C: 1.609 -0.528 0.116
O: 1.589 -1.478 0.864
C: 0.314 0.439 0.156
C: -0.849 -0.515 0.435
O: -2.070 0.194 0.629
N: 0.162 1.149 -1.079
H: 0.413 1.171 1.026
H: -0.610 -1.025 1.375
H: -1.027 -1.097 -0.510
H: -2.698 -0.359 1.081
H: -0.125 0.559 -1.839
H: 0.977 1.726 -1.367

ΔE to the lowest compared entry with this formula, charge and spin	0.760	eV
HOMO-LUMO gap (alpha / beta)	10.9 / 6.8	eV
multiplicity	2
E_HOMO (alpha / beta)	-10.3 / -10.0	eV
LUMO energy (alpha / beta)	0.65 / -3.23	eV
energy	-398.3047	a.u.

Results of the natural (NBO) charge analysis, in e, for atoms 1 through 6: -0.619 0.738 -0.448 -0.103 -0.082 -0.728

[6]
ORCA calculation (the ωB97M-V functional and the def2-TZVPD basis) on a 2-piece molecular cluster, C3H7NO overall at a distorted geometry.

Atoms and positions in Å:
N: 2.088 -0.765 -1.051
C: 1.777 -0.440 0.221
O: 2.473 0.321 0.852
H: 2.935 -0.437 -1.440
H: 1.521 -1.462 -1.493
H: 0.906 -0.920 0.663
C: -1.801 0.370 -0.218
C: -2.164 0.844 0.960
H: -2.366 0.589 -1.123
H: -0.859 -0.117 -0.414
H: -2.964 1.510 1.246
H: -1.548 0.507 1.796

SMILES	NC=O.C=C
ΔE to the lowest compared entry with this formula, charge and spin	1.612	eV
HOMO-LUMO gap	11.0	eV
multiplicity	1
E_HOMO	-10.1	eV
LUMO energy	0.89	eV
energy	-248.4672	a.u.

Results of the natural (NBO) charge analysis, in e, for atoms 1 through 6: -0.818 0.512 -0.601 0.406 0.389 0.115

[7]
ORCA calculation (the ωB97M-V functional and the def2-TZVPD basis) on a 13-piece molecular cluster, C53H142N16O18 overall at a distorted geometry.

Atoms and positions in Å:
C: -0.287 -3.776 -3.443
O: 0.660 -4.533 -3.791
N: -1.059 -2.946 -4.360
N: -0.768 -3.548 -2.135
H: -1.994 -3.055 -3.982
H: -1.052 -3.248 -5.310
H: -1.070 -2.589 -1.982
H: -0.156 -3.833 -1.385
C: 6.582 -3.393 -0.394
O: 5.421 -3.632 -0.682
N: 7.500 -2.800 -1.199
N: 7.091 -3.595 0.877
H: 7.289 -2.699 -2.174
H: 8.444 -2.617 -0.808
H: 6.585 -4.210 1.484
H: 8.071 -3.514 1.091
C: 2.039 -4.037 -0.298
O: 0.885 -4.372 -0.042
N: 2.554 -4.265 -1.516
N: 2.792 -3.290 0.506
H: 2.065 -4.935 -2.063
H: 3.563 -4.206 -1.594
H: 2.365 -3.142 1.431
H: 3.766 -3.211 0.355
C: -2.531 -6.322 -2.867
C: -1.898 -7.580 -2.225
C: -0.532 -7.139 -1.574
O: 0.094 -8.331 -0.972
C: 1.373 -8.004 -0.484
N: -2.724 -8.081 -1.158
H: -3.502 -6.630 -3.235
H: -1.897 -5.875 -3.646
H: -2.582 -5.601 -2.035
H: -1.574 -8.391 -2.963
H: -0.753 -6.424 -0.752
H: 0.167 -6.738 -2.332
H: 1.302 -7.065 0.100
H: 2.046 -7.849 -1.335
H: 1.616 -8.843 0.152
H: -2.189 -8.768 -0.652
H: -3.498 -8.652 -1.537
C: -4.269 1.801 -5.823
C: -3.415 0.712 -5.004
C: -4.398 -0.421 -4.614
O: -5.441 0.043 -3.880
C: -5.114 0.239 -2.486
N: -2.321 0.251 -5.791
H: -5.039 2.246 -5.233
H: -4.728 1.286 -6.647
H: -3.690 2.601 -6.266
H: -3.067 1.115 -4.065
H: -3.830 -1.217 -4.104
H: -4.833 -0.823 -5.536
H: -4.383 1.000 -2.304
H: -4.745 -0.740 -2.117
H: -6.033 0.456 -1.997
H: -2.627 -0.415 -6.498
H: -1.689 -0.327 -5.202
C: -0.318 -2.393 4.661
C: -0.485 -1.751 3.301
C: -0.091 -0.317 3.343
O: -1.176 0.382 4.054
C: -0.811 1.636 4.519
N: 0.429 -2.451 2.372
H: -0.921 -2.070 5.506
H: 0.694 -2.270 5.065
H: -0.435 -3.463 4.588
H: -1.483 -1.945 2.913
H: -0.030 0.087 2.329
H: 0.853 -0.172 3.843
H: 0.226 1.874 4.295
H: -1.017 1.684 5.590
H: -1.366 2.413 3.984
H: 0.185 -2.184 1.424
H: 0.438 -3.438 2.437
C: -7.890 -1.195 -0.970
C: -7.231 -0.878 0.364
C: -7.814 0.487 0.833
O: -7.321 1.505 -0.024
C: -8.067 2.711 0.152
N: -7.503 -1.933 1.383
H: -7.764 -0.313 -1.588
H: -8.973 -1.352 -0.943
H: -7.475 -2.074 -1.480
H: -6.174 -0.617 0.246
H: -7.500 0.718 1.872
H: -8.912 0.462 0.757
H: -7.613 3.432 -0.526
H: -7.899 3.048 1.181
H: -9.143 2.604 -0.029
H: -6.980 -2.802 1.180
H: -7.131 -1.627 2.263
C: 3.192 2.324 -4.586
C: 1.921 1.604 -5.092
C: 0.838 2.567 -5.321
O: 0.443 3.304 -4.230
C: -0.582 2.705 -3.451
N: 2.283 0.702 -6.194
H: 3.559 2.917 -5.431
H: 3.953 1.636 -4.258
H: 3.081 2.938 -3.720
H: 1.553 0.968 -4.336
H: -0.013 2.039 -5.780
H: 1.157 3.301 -6.108
H: -0.383 1.685 -3.142
H: -1.589 2.776 -3.924
H: -0.610 3.422 -2.626
H: 1.571 -0.052 -6.249
H: 2.316 1.148 -7.068
C: 2.154 -1.078 -3.084
O: 1.233 -0.333 -2.295
C: 1.676 -0.136 -0.996
C: 0.586 0.565 -0.306
N: -0.558 -0.343 -0.206
C: -1.911 0.155 -0.096
C: -2.963 -0.882 0.012
O: -2.877 -1.914 -0.964
C: -3.709 -3.011 -0.733
H: 2.155 -2.121 -2.738
H: 3.184 -0.810 -3.019
H: 1.762 -1.060 -4.115
H: 2.588 0.482 -0.932
H: 1.833 -1.053 -0.406
H: 0.246 1.535 -0.696
H: 0.882 0.865 0.681
H: -0.475 -1.046 -0.925
H: -2.201 0.907 -0.814
H: -2.032 0.728 0.808
H: -3.948 -0.356 -0.094
H: -2.884 -1.375 0.981
H: -4.738 -2.674 -0.599
H: -3.488 -3.622 0.145
H: -3.644 -3.648 -1.597
C: 7.199 4.293 4.788
O: 7.229 3.304 5.781
C: 6.330 2.317 5.548
C: 6.582 1.495 4.254
N: 5.697 0.347 3.964
C: 4.285 0.667 3.628
C: 3.684 -0.714 3.414
O: 3.686 -1.415 4.669
C: 3.444 -2.812 4.560
H: 7.363 3.827 3.821
H: 8.023 4.965 4.923
H: 6.201 4.739 4.739
H: 5.268 2.711 5.633
H: 6.486 1.580 6.354
H: 7.599 1.087 4.304
H: 6.436 2.135 3.404
H: 5.662 -0.242 4.793
H: 4.121 1.226 2.690
H: 3.744 1.189 4.448
H: 4.259 -1.350 2.732
H: 2.685 -0.555 3.088
H: 2.608 -2.961 3.910
H: 3.405 -3.092 5.625
H: 4.346 -3.254 4.105
C: -5.660 5.661 4.737
O: -5.064 5.284 3.537
C: -5.347 3.924 3.175
C: -4.244 3.052 3.875
N: -4.028 1.792 3.153
C: -4.891 0.814 3.663
C: -4.491 -0.611 3.376
O: -5.451 -1.417 3.985
C: -5.148 -2.780 3.763
H: -6.747 5.553 4.657
H: -5.552 6.739 4.898
H: -5.271 5.242 5.665
H: -5.131 3.821 2.107
H: -6.376 3.614 3.495
H: -4.498 2.832 4.909
H: -3.308 3.642 3.769
H: -3.071 1.467 3.180
H: -5.928 1.027 3.308
H: -4.873 0.975 4.747
H: -3.493 -0.860 3.707
H: -4.458 -0.739 2.296
H: -4.195 -3.118 4.144
H: -5.205 -3.090 2.710
H: -5.899 -3.399 4.228
C: 11.407 -2.472 -0.596
O: 10.191 -1.981 0.014
C: 10.390 -1.097 1.069
C: 9.062 -0.541 1.542
N: 8.325 0.244 0.508
C: 6.875 0.091 0.608
C: 6.241 0.626 -0.629
O: 6.410 2.070 -0.790
C: 6.007 2.589 -1.975
H: 12.155 -1.723 -0.749
H: 11.108 -2.901 -1.555
H: 11.815 -3.224 0.086
H: 10.987 -0.221 0.751
H: 10.931 -1.577 1.919
H: 9.253 0.175 2.332
H: 8.412 -1.352 1.942
H: 8.611 -0.267 -0.344
H: 6.482 0.587 1.491
H: 6.487 -0.926 0.698
H: 5.127 0.372 -0.515
H: 6.675 0.118 -1.521
H: 6.479 2.126 -2.843
H: 6.267 3.630 -1.948
H: 4.910 2.575 -2.156
C: -4.407 3.313 -0.567
O: -2.992 3.412 -0.752
C: -2.269 3.776 0.422
C: -2.380 5.246 0.865
N: -1.943 6.132 -0.186
C: -2.973 6.601 -1.119
C: -2.334 7.406 -2.261
O: -1.710 8.552 -1.816
C: -1.152 9.446 -2.784
H: -4.733 2.848 -1.475
H: -4.860 4.302 -0.491
H: -4.603 2.741 0.329
H: -1.270 3.603 0.092
H: -2.611 3.099 1.216
H: -1.647 5.371 1.657
H: -3.341 5.559 1.282
H: -1.559 6.987 0.193
H: -3.764 7.124 -0.592
H: -3.467 5.760 -1.576
H: -3.174 7.560 -2.940
H: -1.754 6.712 -2.858
H: -0.309 8.953 -3.304
H: -0.883 10.365 -2.305
H: -1.931 9.673 -3.526

HOMO-LUMO gap	8.8	eV
multiplicity	1
E_HOMO	-8.5	eV
LUMO energy	0.28	eV
energy	-4334.6905	a.u.

Results of the Löwdin charge analysis, in e, for atoms 1 through 6: -0.549 -0.015 0.132 0.176 0.067 0.078

> Which of these has the lowest energy?

C53H142N16O18